No. 1
17
Properties=species:S:1:pos:R:3:forces:R:3 method="wB97M-V/def2-TZVPD" smiles="NCCC(N)=O.O" e_homo_ev=-9.3 energy_ha=-380.24930 lumo_energy_ha=0.03033 e_above_lowest_kj_mol=229.4 homo_lumo_gap_ev=10.169 multiplicity=1
N -2.160 -1.405 0.240 -1.16 0.13 -0.95
C -1.188 -0.734 -0.647 1.32 1.32 1.08
C -1.609 0.157 -1.817 -1.87 -1.05 -2.80
C -0.490 1.083 -2.390 0.77 1.27 0.06
N 0.691 0.816 -1.697 -2.99 -3.27 0.14
O -0.584 1.967 -3.277 -0.12 -2.64 2.59
H -3.073 -1.327 -0.250 0.79 -0.59 0.93
H -2.024 -2.372 0.665 0.26 1.97 -1.46
H -0.487 -0.019 -0.144 -1.27 -0.94 1.09
H -0.504 -1.344 -1.171 0.69 -1.81 -0.11
H -2.563 0.703 -1.691 0.63 0.08 0.12
H -1.826 -0.553 -2.712 0.07 1.14 1.22
H 1.433 1.388 -1.691 3.03 2.56 -0.59
H 0.794 -0.043 -1.096 -0.15 1.85 -1.32
O 4.278 0.582 5.664 -2.16 -0.90 -1.15
H 4.376 -0.126 6.285 0.52 -0.18 0.58
H 4.936 1.228 5.729 1.64 1.08 0.57

No. 2
17
Properties=species:S:1:pos:R:3:forces:R:3 method="wB97M-V/def2-TZVPD" e_homo_ev=-8.6 energy_ha=-380.15407 lumo_energy_ha=0.01388 e_above_lowest_kj_mol=479.4 homo_lumo_gap_ev=9.026 multiplicity=1
C 2.191 -0.958 0.439 -0.37 0.22 -0.24
C 0.900 -0.370 -0.103 -0.52 0.06 0.48
N -0.059 1.770 -0.328 -1.54 -2.09 0.58
O 0.733 0.942 0.564 -0.07 0.34 -0.18
O 0.854 -0.184 -1.435 -0.78 1.69 -0.55
H 0.348 0.958 -1.430 0.84 -1.60 0.81
H 0.252 2.714 -0.121 -0.23 -0.15 -0.08
H 2.159 -0.986 1.527 0.00 -0.04 0.07
H 3.026 -0.340 0.117 0.05 0.00 -0.04
H 2.309 -1.967 0.048 0.06 -0.06 0.02
C -2.202 -0.683 -0.187 -0.16 0.58 0.19
N -2.305 0.491 0.291 0.20 -0.55 0.27
H -2.765 0.585 1.192 -0.33 -0.23 -0.15
H -1.196 1.359 -0.024 2.16 1.76 -0.92
H -2.667 -1.558 0.266 -0.01 0.04 -0.06
H -1.587 -0.796 -1.078 -0.15 -0.14 -0.07
H 0.010 -0.977 0.262 0.86 0.18 -0.13

No. 3
17
Properties=species:S:1:pos:R:3:forces:R:3 method="wB97M-V/def2-TZVPD" e_homo_ev=-8.9 energy_ha=-380.08011 lumo_energy_ha=0.02810 e_above_lowest_kj_mol=673.6 homo_lumo_gap_ev=9.624 multiplicity=1
C 1.152 0.437 0.763 -1.18 3.69 1.12
C -1.188 1.561 1.421 0.34 -0.48 0.46
O -0.257 1.450 0.379 2.62 -1.98 0.45
H -1.973 2.274 1.141 0.26 -0.11 -0.20
H 1.841 0.798 0.007 -0.25 -0.07 -0.10
H 1.291 0.983 1.694 0.54 0.16 0.00
H 1.333 -0.606 1.019 -1.20 -0.12 -0.52
H -0.715 1.928 2.344 -0.09 -0.01 0.00
H -1.669 0.596 1.648 -0.05 0.13 -0.03
C 0.646 -1.711 -1.455 -0.20 0.25 -0.14
N -0.263 -0.974 -0.607 -1.99 0.98 -1.68
N -1.246 0.013 -1.207 1.36 -2.05 -0.01
O -1.003 0.298 -2.336 0.12 -0.38 0.96
H -0.643 -1.385 0.236 -0.14 0.04 -0.39
H 1.135 -0.996 -2.125 -0.03 -0.15 0.07
H 1.416 -2.203 -0.850 -0.16 0.13 -0.01
H 0.144 -2.462 -2.071 0.05 -0.03 0.01

No. 4
17
Properties=species:S:1:pos:R:3:forces:R:3 method="wB97M-V/def2-TZVPD" smiles="NCNCC=O.O" e_homo_ev=-9.7 energy_ha=-380.23656 lumo_energy_ha=0.02450 e_above_lowest_kj_mol=262.8 homo_lumo_gap_ev=10.324 multiplicity=1
N 1.510 1.700 0.091 -1.41 1.57 -2.92
C 1.397 0.361 -0.567 0.79 0.85 0.61
N 0.181 -0.126 0.045 -0.40 0.97 -0.44
C -0.045 -1.544 -0.059 1.15 -1.24 0.30
C -1.018 -1.921 1.083 0.36 0.61 -1.39
O -2.159 -1.566 1.094 -0.36 -0.07 0.12
H 2.180 2.317 -0.461 -0.95 -1.09 1.00
H 0.538 2.085 -0.225 2.14 -0.13 1.05
H 1.399 0.388 -1.694 -0.32 -0.19 1.05
H 2.269 -0.193 -0.199 0.10 -0.33 -0.40
H 0.200 0.307 0.990 -0.21 -1.07 -0.65
H 0.935 -2.068 0.151 -0.78 0.08 -0.11
H -0.317 -1.883 -1.108 -0.26 0.62 1.27
H -0.554 -2.420 1.930 0.12 -0.42 0.48
O -2.438 1.807 -0.568 -0.89 0.00 1.56
H -2.446 1.354 0.297 -0.94 0.51 -0.10
H -1.632 1.402 -0.802 1.84 -0.67 -1.45